{"formula": "C9H14Si2", "method": "the ωB97M-V functional and the def2-TZVPD basis", "multiplicity": 3, "mol_weight_da": 178.4, "relative_energy_kcal_mol": 0.0, "homo_lumo_gap_ev": [6.6, 7.8], "total_energy_ha": -930.13851, "s_squared": 2.017, "homo_ev": [-5.69, -9.01], "elements": ["C", "C", "C", "C", "C", "C", "C", "C", "C", "Si", "Si", "H", "H", "H", "H", "H", "H", "H", "H", "H", "H", "H", "H", "H", "H"], "coordinates": [[-1.680, -0.961, 0.617], [-2.439, 1.019, -0.609], [-0.464, -0.443, 0.559], [-1.173, 1.574, -0.437], [-2.691, -0.186, -0.035], [-0.110, 0.859, 0.106], [2.386, -1.647, -0.834], [2.840, 0.719, 1.266], [-4.101, -0.780, -0.150], [3.632, -0.527, -0.114], [1.592, 1.540, 0.223], [-1.980, -2.010, 0.864], [-3.194, 1.488, -1.330], [0.319, -1.070, 0.944], [-0.972, 2.607, -0.693], [1.389, -1.185, -0.923], [2.641, -2.338, -1.718], [2.594, 0.146, 2.201], [3.514, 1.486, 1.562], [-3.953, -1.446, -1.056], [-4.275, -1.238, 0.755], [-4.698, 0.069, -0.358], [4.745, -1.099, 0.654], [4.172, 0.669, -0.970], [1.906, 2.754, -0.523]], "lowdin_spin": [-0.010, -0.004, 0.040, 0.081, 0.064, 0.074, 0.755, 0.094, 0.010, 0.199, 0.467, -0.002, -0.001, 0.007, 0.004, 0.050, 0.038, 0.005, 0.005, 0.005, 0.001, 0.000, 0.015, 0.048, 0.057]}

{"formula": "C9H15AuBr2IN4O2S", "method": "the ωB97M-V functional and the def2-TZVPD basis", "charge": 3, "mol_weight_da": 727.0, "relative_energy_kcal_mol": 0.0, "homo_lumo_gap_ev": 5.6, "total_energy_ha": -6700.08111, "homo_ev": -17.13, "elements": ["Au", "Br", "C", "Br", "H", "H", "N", "C", "C", "O", "O", "H", "H", "H", "H", "H", "I", "C", "C", "C", "C", "N", "C", "H", "H", "H", "H", "N", "C", "N", "S", "H", "H", "H", "H"], "coordinates": [[-0.361, -0.121, 0.106], [-0.019, -1.892, -1.615], [1.599, -2.832, -0.911], [1.713, -2.798, 0.980], [2.426, -2.294, -1.353], [1.474, -3.846, -1.273], [3.816, 1.989, -2.561], [2.401, 2.305, -2.173], [1.851, 1.109, -1.396], [0.649, 1.318, -0.950], [2.521, 0.104, -1.273], [3.990, 2.117, -3.560], [3.984, 1.001, -2.312], [4.497, 2.562, -2.057], [1.807, 2.467, -3.070], [2.375, 3.209, -1.571], [-1.863, 5.390, 1.458], [-1.196, 3.530, 2.081], [-0.884, 3.267, 3.414], [-0.434, 2.006, 3.778], [-0.317, 1.023, 2.820], [-0.620, 1.291, 1.536], [-1.039, 2.514, 1.157], [-0.989, 4.043, 4.162], [-0.179, 1.778, 4.803], [0.012, 0.022, 3.061], [-1.220, 2.673, 0.102], [-3.793, -0.326, 0.935], [-3.214, -1.434, 1.360], [-3.935, -2.443, 1.801], [-1.482, -1.697, 1.415], [-4.801, -0.239, 0.893], [-3.257, 0.475, 0.657], [-4.942, -2.385, 1.886], [-3.507, -3.312, 2.085]], "mulliken_charge": [0.677, 0.081, -0.461, 0.035, 0.343, 0.446, -0.224, -0.710, 0.915, -0.748, -0.641, 0.373, 0.318, 0.369, 0.332, 0.353, 0.278, -0.504, 0.011, -0.900, 0.095, 0.089, -0.039, 0.459, 0.466, 0.418, 0.527, -0.302, 0.890, -0.365, -0.356, 0.246, 0.087, 0.227, 0.218]}

{"formula": "C9H15BrF2N3O5PSSi2", "method": "the ωB97M-V functional and the def2-TZVPD basis", "mol_weight_da": 482.3, "homo_lumo_gap_ev": 7.9, "total_energy_ha": -4984.80470, "homo_ev": -8.67, "elements": ["N", "P", "O", "Si", "O", "Si", "Br", "N", "C", "O", "F", "C", "O", "F", "C", "C", "C", "C", "N", "C", "H", "H", "H", "H", "H", "H", "H", "H", "H", "C", "S", "O", "C", "H", "H", "H", "H", "H", "H"], "coordinates": [[5.477, 2.436, 0.589], [4.094, 3.265, -0.127], [3.818, 4.643, 0.820], [2.275, 1.948, 0.007], [1.355, 2.300, -1.396], [0.352, 1.047, -1.919], [1.405, -0.554, -3.139], [-0.615, 0.260, -0.614], [-1.446, 1.182, 0.095], [-1.195, 2.301, 0.371], [-2.666, 0.655, 0.524], [-1.569, -0.631, -1.306], [-2.257, -0.283, -2.204], [-1.736, -1.933, -0.886], [2.927, 0.178, 0.119], [3.999, -0.328, -0.807], [4.379, -1.715, -0.508], [3.818, -2.538, 0.565], [2.830, -2.059, 1.371], [2.455, -0.778, 1.125], [5.948, 1.937, -0.170], [5.190, 1.799, 1.336], [3.433, 4.333, 1.661], [1.615, 2.333, 1.273], [-0.616, 1.657, -2.845], [4.457, 0.288, -1.611], [5.187, -2.176, -1.136], [4.209, -3.577, 0.711], [1.661, -0.377, 1.817], [-4.560, -1.503, 0.939], [-6.208, -0.950, 1.414], [-6.656, -1.805, 2.547], [-7.039, -1.545, -0.072], [-3.872, -1.266, 1.749], [-4.563, -2.581, 0.769], [-4.247, -0.982, 0.035], [-6.888, -2.620, -0.178], [-6.646, -1.021, -0.945], [-8.105, -1.337, 0.025]], "mulliken_charge": [-0.639, 0.106, -0.445, 0.281, -0.276, 0.599, -0.246, 0.355, 0.416, -0.402, -0.205, 0.383, -0.386, -0.256, 0.301, -0.348, -0.443, -0.242, -0.545, -0.126, 0.317, 0.308, 0.321, -0.137, -0.168, 0.538, 0.300, 0.327, 0.311, -0.773, 0.504, -0.627, -0.895, 0.330, 0.410, 0.114, 0.289, 0.329, 0.319]}

{"formula": "C9H15Cl2CoO6PTm", "method": "the ωB97M-V functional and the def2-TZVPD basis", "multiplicity": 7, "charge": 4, "mol_weight_da": 549.0, "relative_energy_kcal_mol": 82.0, "homo_lumo_gap_ev": [7.0, 4.9], "total_energy_ha": -4531.11819, "s_squared": 12.065, "homo_ev": [-23.23, -23.99], "elements": ["Tm", "Co", "Cl", "Cl", "C", "C", "C", "O", "O", "O", "C", "C", "O", "P", "O", "C", "C", "O", "C", "C", "H", "H", "H", "H", "H", "H", "H", "H", "H", "H", "H", "H", "H", "H", "H"], "coordinates": [[-1.756, -1.544, -1.560], [0.026, -0.046, 0.022], [-2.018, 0.716, -1.153], [0.533, -1.395, -1.917], [1.448, -0.539, 0.812], [-3.874, -1.977, -1.171], [-1.768, -3.730, -1.807], [2.506, -0.944, 1.397], [-5.009, -2.087, -0.931], [-1.653, -4.880, -1.944], [-2.129, 4.798, 1.977], [-1.592, 4.123, 0.754], [-0.943, 2.898, 1.199], [0.110, 2.259, 0.025], [1.355, 2.314, 1.066], [1.803, 3.680, 1.532], [2.483, 4.362, 0.386], [0.782, 2.016, -1.569], [2.242, 1.557, -1.564], [2.891, 2.263, -2.704], [-2.836, 4.158, 2.483], [-2.630, 5.690, 1.633], [-1.333, 5.076, 2.655], [-2.347, 3.798, 0.078], [-0.847, 4.756, 0.267], [0.935, 4.242, 1.877], [2.433, 3.511, 2.321], [1.845, 4.535, -0.485], [2.804, 5.339, 0.755], [3.387, 3.831, 0.082], [2.675, 1.854, -0.598], [2.237, 0.506, -1.639], [2.854, 3.333, -2.592], [3.932, 1.940, -2.677], [2.453, 1.958, -3.630]], "lowdin_spin": [2.012, 2.248, 0.073, 0.081, 0.039, 0.001, 0.000, 0.028, 0.003, 0.001, 0.052, 0.143, 0.666, 0.183, 0.098, 0.001, 0.005, 0.160, 0.014, 0.016, 0.016, 0.002, 0.020, 0.078, 0.048, 0.000, 0.000, 0.001, 0.002, 0.001, 0.002, 0.000, 0.001, 0.006, 0.000]}

{"formula": "C9H15Cl2N2O", "method": "the ωB97M-V functional and the def2-TZVPD basis", "charge": 1, "mol_weight_da": 238.1, "relative_energy_kcal_mol": 111.3, "homo_lumo_gap_ev": [5.9, 7.6], "total_energy_ha": -1456.61538, "homo_ev": [-10.51, -12.17], "elements": ["C", "C", "C", "C", "C", "C", "C", "C", "C", "N", "N", "O", "Cl", "Cl", "H", "H", "H", "H", "H", "H", "H", "H", "H", "H", "H", "H", "H", "H", "H"], "coordinates": [[2.895, -0.173, 0.349], [2.571, 1.119, 0.514], [2.064, -1.221, 0.712], [-0.117, -0.331, 0.400], [3.299, 2.361, -0.014], [2.686, -2.566, 0.972], [-2.947, -1.619, -1.585], [-3.595, 1.920, -0.887], [-2.463, 0.170, 0.572], [0.768, -1.133, 0.894], [-1.329, -0.486, 1.022], [-2.431, 1.354, -0.062], [0.060, 0.347, -1.105], [-3.938, -0.218, 1.358], [3.778, -0.422, -0.103], [1.507, 1.292, 0.940], [3.851, 2.211, -0.970], [2.588, 3.211, -0.344], [4.063, 2.768, 0.640], [3.645, -2.438, 1.653], [2.073, -3.272, 1.501], [2.780, -2.888, -0.072], [-3.761, -2.135, -1.056], [-3.271, -0.991, -2.444], [-1.882, -1.790, -1.367], [-4.109, 1.161, -1.486], [-3.100, 2.708, -1.396], [-4.344, 2.399, -0.207], [-1.341, -1.338, 1.572]], "mulliken_charge": [-0.538, 0.138, 0.658, 0.215, -1.198, -1.315, -0.920, -0.669, 0.381, -0.390, -0.075, -0.238, -0.021, -0.099, 0.474, 0.408, 0.339, 0.288, 0.342, 0.316, 0.370, 0.333, 0.341, 0.320, 0.346, 0.299, 0.273, 0.330, 0.290]}

{"formula": "C9H15F7O2P", "method": "the ωB97M-V functional and the def2-TZVPD basis", "charge": -1, "mol_weight_da": 319.2, "relative_energy_kcal_mol": 58.5, "homo_lumo_gap_ev": 7.5, "total_energy_ha": -1542.69405, "homo_ev": -4.25, "elements": ["C", "C", "O", "O", "C", "C", "C", "C", "P", "C", "F", "F", "C", "F", "F", "C", "F", "F", "F", "H", "H", "H", "H", "H", "H", "H", "H", "H", "H", "H", "H", "H", "H", "H"], "coordinates": [[-3.751, -0.112, 0.632], [-3.748, -1.225, -0.508], [-4.453, -1.003, -1.527], [-3.058, -2.455, -0.446], [-1.605, -2.255, -0.491], [-1.000, -2.196, -1.969], [-0.110, -0.906, -2.275], [1.104, -0.677, -1.237], [0.680, 0.620, 0.140], [2.536, 0.774, 0.676], [3.389, 1.237, -0.392], [2.985, -0.584, 0.922], [2.779, 1.554, 2.049], [2.073, 0.928, 3.117], [4.169, 1.362, 2.380], [2.563, 3.134, 2.000], [3.259, 3.668, 3.130], [1.238, 3.558, 2.146], [3.108, 3.771, 0.885], [-2.681, 0.271, 0.734], [-4.386, 0.770, 0.299], [-4.123, -0.504, 1.639], [-1.151, -3.174, 0.031], [-1.365, -1.356, 0.162], [-1.890, -2.164, -2.692], [-0.453, -3.189, -2.145], [-0.739, 0.045, -2.441], [0.391, -1.099, -3.298], [1.997, -0.329, -1.865], [1.373, -1.705, -0.811], [0.457, -0.530, 1.030], [0.218, 1.457, 1.225], [0.897, 1.731, -0.761], [-0.705, 0.583, -0.341]], "mulliken_charge": [-0.451, 0.573, -0.568, -0.377, 0.129, -0.625, -0.450, -0.934, 0.155, 0.527, -0.321, -0.353, 0.422, -0.270, -0.329, 0.667, -0.278, -0.220, -0.226, 0.002, 0.260, 0.268, 0.257, -0.172, 0.349, 0.262, 0.264, 0.287, 0.370, 0.213, -0.142, -0.075, -0.068, -0.146]}

{"formula": "C9H15N2", "method": "the ωB97M-V functional and the def2-TZVPD basis", "charge": 1, "mol_weight_da": 151.2, "relative_energy_kcal_mol": 126.9, "homo_lumo_gap_ev": [8.5, 8.5], "total_energy_ha": -460.99754, "homo_ev": [-13.28, -13.28], "smiles": "C[C@@H]1[C@@H](C)[N@@H+]2C3=C2N1CCC3", "elements": ["C", "C", "C", "C", "C", "C", "C", "C", "C", "N", "N", "H", "H", "H", "H", "H", "H", "H", "H", "H", "H", "H", "H", "H", "H", "H"], "coordinates": [[-1.484, 1.108, -0.333], [-0.865, 0.514, -1.329], [-2.593, 0.626, 0.531], [-1.828, -0.746, 0.932], [-1.275, -1.373, -0.360], [1.098, -0.458, -0.733], [1.029, 0.846, 0.182], [1.599, -1.648, -0.089], [2.257, 1.674, -0.110], [-0.310, -0.739, -1.228], [-0.121, 1.629, -0.174], [-2.957, 1.150, 1.438], [-3.378, 0.360, -0.120], [-1.076, -0.529, 1.741], [-2.616, -1.362, 1.297], [-0.875, -2.363, -0.003], [-2.188, -1.515, -0.941], [1.726, -0.213, -1.622], [1.027, 0.421, 1.221], [0.897, -1.823, 0.779], [2.488, -1.310, 0.459], [1.695, -2.522, -0.665], [2.117, 2.331, -1.025], [3.174, 1.053, -0.072], [2.452, 2.323, 0.744], [0.008, 2.565, -0.518]], "mulliken_charge": [0.267, -0.305, -0.562, -0.674, -0.749, 0.086, 0.351, -1.448, -1.543, 0.040, -0.104, 0.339, 0.358, 0.192, 0.504, 0.355, 0.475, 0.454, 0.288, 0.403, 0.321, 0.360, 0.436, 0.367, 0.424, 0.367]}

{"formula": "C9H15N2", "method": "the ωB97M-V functional and the def2-TZVPD basis", "charge": 1, "mol_weight_da": 151.2, "relative_energy_kcal_mol": 77.4, "homo_lumo_gap_ev": 8.0, "total_energy_ha": -461.07646, "homo_ev": -12.37, "smiles": "C=c1cc/[n+](=C(/C)CCC)[nH]1", "elements": ["C", "C", "C", "C", "C", "C", "C", "C", "C", "N", "N", "H", "H", "H", "H", "H", "H", "H", "H", "H", "H", "H", "H", "H", "H", "H"], "coordinates": [[2.690, 1.496, -0.203], [1.375, 1.271, -0.101], [3.255, 0.149, 0.018], [4.521, 0.000, 0.194], [-0.155, -0.581, -0.050], [-0.318, -1.994, 0.151], [-3.997, 0.781, -0.019], [-1.532, 0.187, -0.501], [-2.703, 0.181, 0.493], [2.147, -0.732, 0.067], [1.034, -0.049, -0.065], [3.142, 2.451, -0.106], [0.676, 2.077, -0.215], [4.977, -0.967, 0.188], [5.257, 0.699, -0.062], [-0.359, -2.428, -0.808], [0.438, -2.432, 0.690], [-1.347, -2.215, 0.689], [-3.809, 1.889, -0.152], [-4.475, 0.200, -0.853], [-4.602, 0.699, 0.838], [-1.777, -0.294, -1.432], [-1.478, 1.252, -0.778], [-2.962, -0.815, 1.000], [-2.320, 0.871, 1.279], [2.321, -1.695, -0.260]], "mulliken_charge": [-0.771, -0.238, 0.514, -0.921, 1.345, -1.704, -1.183, -0.909, -0.299, -0.701, 0.653, 0.393, 0.339, 0.303, 0.325, 0.407, 0.579, 0.274, 0.313, 0.332, 0.373, 0.462, 0.235, 0.269, 0.264, 0.347]}

{"formula": "C9H15N2O", "method": "the ωB97M-V functional and the def2-TZVPD basis", "charge": 1, "mol_weight_da": 167.2, "relative_energy_kcal_mol": 49.1, "homo_lumo_gap_ev": 10.2, "total_energy_ha": -536.38709, "homo_ev": -13.27, "elements": ["C", "C", "C", "C", "C", "C", "C", "C", "C", "N", "N", "O", "H", "H", "H", "H", "H", "H", "H", "H", "H", "H", "H", "H", "H", "H", "H"], "coordinates": [[0.541, -0.115, -1.086], [1.121, 0.599, -0.070], [-0.336, -1.661, 1.719], [-0.706, -0.348, -0.357], [-0.147, 0.375, 0.824], [0.944, -0.327, -2.474], [2.358, 1.396, 0.025], [-1.988, -0.225, -1.145], [-0.969, 1.600, 1.237], [-0.851, -2.009, 0.597], [-0.039, -2.431, 2.767], [0.013, -0.475, 1.970], [1.956, -0.180, -2.621], [0.578, 0.475, -3.081], [0.549, -1.191, -2.832], [3.245, 0.868, 0.511], [2.195, 2.284, 0.613], [2.559, 1.551, -0.973], [-2.879, -0.294, -0.498], [-1.961, -0.877, -2.076], [-1.864, 0.820, -1.454], [-2.001, 1.351, 1.256], [-0.794, 2.374, 0.506], [-0.600, 1.990, 2.137], [-0.982, -2.913, 0.204], [-0.386, -3.376, 2.652], [0.422, -2.117, 3.566]], "mulliken_charge": [0.633, -0.431, 0.597, 0.364, 2.008, -1.948, -1.519, -1.346, -1.705, -0.370, -0.389, -0.380, 0.480, 0.417, 0.479, 0.274, 0.341, 0.467, 0.360, 0.308, 0.423, 0.365, 0.398, 0.530, 0.195, 0.230, 0.218]}

> Which formula does entry 5 have?

C9H15Cl2N2O